Record 1
Below is C9H20BN5O4 in the gas phase in a non-equilibrium geometry, with properties calculated with ωB97M-V/def2-TZVPD.

Each line ends with the natural charge from an NBO analysis.
CARTESIAN COORDINATES (ANGSTROEM)
O 2.4406 -1.6419 -2.8966  -0.61
O -0.9852 0.3959 -0.4838  -0.64
N -4.1951 1.7940 1.8566  -0.80
O 3.2945 1.3648 1.2784  -0.88
O 2.5569 1.3015 -0.9905  -0.92
B 2.4816 0.8386 0.2906  1.11
C 2.0638 -0.7240 -3.6009  0.69
C -0.1860 -0.2574 -1.1226  0.66
C -3.5560 0.9861 2.6057  0.58
N -4.0660 0.6709 3.8289  -0.86
N 0.8634 -0.0265 -3.3310  -0.66
N -2.2819 0.5501 2.2548  -0.65
N 0.9719 -0.8013 -0.5703  -0.64
C 2.8879 -0.2981 -4.7999  -0.71
C -0.2991 -0.5751 -2.5876  -0.32
C -1.7139 -0.6346 2.8958  -0.21
C 1.4921 -0.3799 0.7363  -0.37
C -0.5436 -1.1432 2.1087  -0.41
C 0.4464 -0.0531 1.7546  -0.42
H -5.0227 2.2097 2.2183  0.33
H 3.8241 2.0697 0.8800  0.49
H 2.0321 0.8635 -1.7042  0.51
H -5.0478 0.7538 4.0879  0.40
H -3.4749 0.2457 4.5479  0.38
H 0.5565 0.6809 -4.0076  0.41
H -2.0298 0.5684 1.2603  0.43
H 1.6524 -1.1977 -1.2275  0.43
H 2.7686 -0.9762 -5.6314  0.25
H 2.6045 0.7187 -5.1090  0.22
H 3.9660 -0.3106 -4.5692  0.25
H -0.3863 -1.6486 -2.7374  0.23
H -1.2291 -0.1111 -2.9418  0.24
H -2.5612 -1.3443 2.8943  0.19
H -1.3677 -0.3232 3.9185  0.18
H 2.1753 -1.1715 1.1293  0.22
H -0.0349 -1.9739 2.6030  0.21
H -0.9389 -1.5548 1.1720  0.20
H 0.9448 0.3298 2.6648  0.22
H -0.1033 0.8049 1.3243  0.25

Output
orbital gap: 0.3016 hartree
highest occupied orbital energy: -0.28790 Eh
structure (SMILES): [H]/N=C(\N)NCCC[C@@H](NC(=O)CNC(C)=O)B(O)O
E_LUMO: 0.37 eV

Record 2
Below is a molecular structure, C9H20BN7OPtS in a non-equilibrium geometry, with properties calculated with ωB97M-V/def2-TZVPD.

Each line ends with the Löwdin spin population.
CARTESIAN COORDINATES (ANGSTROEM)
Pt 0.0000 0.0000 0.0000  1.80
B 3.6560 -0.0025 0.0000  0.00
N 2.8116 -0.0015 1.2973  0.02
C 3.3321 -0.0020 2.5395  0.03
C 2.2962 -0.0008 3.4459  0.02
C 1.1500 0.0005 2.6802  0.03
N 1.4891 0.0000 1.3767  0.22
N 2.8116 -0.0015 -1.2973  0.01
C 3.3321 -0.0020 -2.5395  0.16
C 2.2962 -0.0008 -3.4460  0.04
C 1.1500 0.0005 -2.6802  0.09
N 1.4891 0.0000 -1.3767  0.31
H 4.3531 0.9650 0.0000  0.00
H 4.3509 -0.9715 0.0000  0.00
H 4.3896 -0.0031 2.7731  0.00
H 2.3665 -0.0008 4.5253  0.00
H 0.1329 0.0016 3.0480  0.00
H 4.3896 -0.0031 -2.7731  0.01
H 2.3665 -0.0008 -4.5253  0.00
H 0.1329 0.0016 -3.0480  0.01
N -0.7583 1.3637 1.3129  0.13
N -1.3754 0.8818 2.4666  0.02
C -1.4989 -0.4752 2.6022  0.06
N -2.1873 -0.8627 3.7077  0.03
S -0.8882 -1.5887 1.5379  0.33
H 0.0590 2.0272 1.5905  0.01
H -1.4424 2.0024 0.7638  0.00
H -2.0262 1.4678 2.9823  0.00
H -2.1780 -0.2724 4.5270  0.00
H -2.1986 -1.8604 3.8872  0.00
C -2.6382 -0.1129 -1.6856  0.08
C -2.1578 1.2162 -1.1434  0.02
O -0.7483 1.2957 -1.2957  0.17
H -3.7228 -0.2076 -1.5828  0.01
H -2.1589 -0.9423 -1.1549  0.05
H -2.3731 -0.2167 -2.7430  0.00
H -2.4029 1.3093 -0.0813  0.00
H -2.6186 2.0434 -1.6915  0.01
H -0.4708 2.1819 -0.9456  0.00
H -0.6494 -1.1245 -1.1245  0.31

Output
orbital gap (spin up / spin down): 0.2526 / 0.1703 hartree
expectation value of S²: 6.02
net charge: +2
highest occupied orbital energy (spin up / spin down): -0.50088 / -0.54362 Eh
E_LUMO (spin up / spin down): -6.76 / -10.16 eV
relative energy (zero: lowest compared OMol25 entry of this formula, charge and spin): 38.1 kcal/mol
2S+1: 5

Record 3
Below is 2 unconnected molecules or ions with the total composition C9H20BrN in a non-equilibrium geometry, with properties calculated with ωB97M-V/def2-TZVPD.

Each line ends with the natural charge from an NBO analysis.
CARTESIAN COORDINATES (ANGSTROEM)
Br 29.2263 -8.1134 4.9732  -0.96
C 33.1151 -4.2512 6.1479  -0.62
C 32.1430 -4.6751 7.2449  -0.39
C 31.7126 -6.1574 7.1237  -0.44
C 32.8079 -7.0704 7.6418  -0.21
N 32.5155 -8.5459 7.5238  -0.19
C 32.6910 -9.0420 6.0914  -0.22
C 34.1607 -9.3459 5.9112  -0.44
C 34.7303 -9.6208 7.3154  -0.44
C 33.6382 -9.2508 8.2995  -0.21
C 31.1912 -8.9003 8.1627  -0.42
H 34.1461 -4.4248 6.4839  0.19
H 33.0718 -3.1940 5.9022  0.23
H 33.0400 -4.8920 5.2690  0.21
H 31.2134 -4.1016 7.2265  0.22
H 32.4786 -4.4852 8.2714  0.19
H 31.4511 -6.2915 6.0751  0.26
H 30.8329 -6.2829 7.7566  0.22
H 33.0183 -6.8668 8.6890  0.21
H 33.7085 -6.9072 7.0441  0.21
H 32.1049 -9.9576 6.0358  0.23
H 32.2618 -8.2428 5.4923  0.27
H 34.3168 -10.1476 5.1885  0.24
H 34.6282 -8.5081 5.3864  0.22
H 35.0148 -10.6573 7.4797  0.23
H 35.6223 -8.9993 7.3842  0.23
H 33.1561 -10.1542 8.6635  0.22
H 34.0374 -8.6220 9.0875  0.23
H 31.2173 -8.4188 9.1377  0.21
H 31.1359 -9.9785 8.1014  0.22
H 30.4819 -8.3544 7.5413  0.29

Output
orbital gap: 0.2515 hartree
highest occupied orbital energy: -0.25045 Eh
E_LUMO: 0.03 eV
relative energy (zero: lowest compared OMol25 entry of this formula, charge and spin): 12.8 kcal/mol

Record 4
Below is a molecular structure, C9H20CeClIO2P in a non-equilibrium geometry, with properties calculated with ωB97M-V/def2-TZVPD.

Each line ends with the Löwdin spin population.
CARTESIAN COORDINATES (ANGSTROEM)
C -1.4923 0.6448 2.6420  0.00
I -0.9439 -1.8123 2.4212  0.00
H -1.6210 0.6245 1.5464  0.00
H -0.4356 0.7559 2.9262  0.00
H -1.9644 1.6047 2.9450  0.00
Ce 0.9163 0.1032 -1.8062  1.02
P -1.8062 0.1141 -1.2748  0.00
C -3.2383 -0.7134 -0.5383  0.00
C -2.5418 1.6612 -1.9196  0.00
H -0.7920 -0.3945 -3.5676  0.00
H -2.5196 -0.7333 -3.3846  0.00
H -1.3407 -1.8795 -2.6776  0.00
C -1.5554 -0.8176 -2.8694  0.00
H -1.7880 2.2624 -2.4461  0.00
H -3.3721 1.4180 -2.5969  0.00
H -4.0835 -0.6932 -1.2419  0.00
H -3.5329 -0.2083 0.3907  0.00
H -2.9215 2.2404 -1.0668  0.00
H -2.9886 -1.7543 -0.2964  0.00
C -2.1919 -0.4192 3.3735  0.00
O -3.0723 -0.5057 4.1701  0.00
Cl 0.9836 2.2002 -3.2130  -0.01
C 4.4484 -1.3511 0.9867  0.00
C 3.4765 -0.6752 1.9767  0.00
C 2.3726 -0.0019 1.1426  0.00
O 2.6212 -0.3923 -0.2545  0.00
C 3.8808 -1.1362 -0.4211  0.00
H 5.4463 -0.9107 1.0609  0.00
H 4.5415 -2.4202 1.1952  0.00
H 3.9887 0.0698 2.5917  0.00
H 3.0279 -1.4130 2.6495  0.00
H 1.3659 -0.3517 1.4165  0.00
H 2.4032 1.0943 1.1886  0.00
H 4.5255 -0.5252 -1.0615  0.00
H 3.6322 -2.0673 -0.9409  0.00

Output
orbital gap (spin up / spin down): 0.2440 / 0.2467 hartree
expectation value of S²: 0.75
net charge: +2
highest occupied orbital energy (spin up / spin down): -0.54342 / -0.54342 Eh
E_LUMO (spin up / spin down): -8.15 / -8.07 eV
2S+1: 2

Record 5
Below is 2 unconnected molecules or ions with the total composition C9H20Cl2N2O2P in a non-equilibrium geometry, with properties calculated with ωB97M-V/def2-TZVPD.

Each line ends with the natural charge from an NBO analysis.
CARTESIAN COORDINATES (ANGSTROEM)
C 3.4638 -0.5802 1.1225  -0.75
C 2.0648 -0.2046 0.7457  0.83
O 1.1849 -0.0342 1.5734  -0.58
O 1.7577 -0.0949 -0.5898  -0.56
C 2.4083 1.0176 -1.2461  -0.07
C 1.3695 2.0273 -1.7770  -0.43
C -0.0338 1.4316 -1.9528  -0.77
P -1.0856 1.6144 -0.5157  1.69
N -1.0625 3.2092 -0.0274  -1.13
N -2.6529 1.2965 -0.9213  -0.83
C -3.2342 0.2353 -0.4725  0.48
C -4.7187 0.2574 -0.3177  -0.69
C -2.5658 -1.0580 -0.1637  -0.72
H 3.4200 -1.1365 2.0489  0.26
H 3.9482 -1.1889 0.3692  0.25
H 4.0300 0.3317 1.2864  0.25
H 3.0392 1.5244 -0.5238  0.19
H 3.0204 0.6490 -2.0589  0.21
H 1.3488 2.9158 -1.1536  0.22
H 1.6985 2.3644 -2.7538  0.24
H -0.5621 1.9483 -2.7514  0.27
H -0.0080 0.3750 -2.1968  0.27
H -0.6004 0.8242 0.5320  0.01
H -2.0141 3.4630 0.2280  0.42
H -0.5240 3.2983 0.8299  0.41
H -5.1772 -0.2373 -1.1711  0.26
H -5.0202 -0.2127 0.6102  0.25
H -5.0605 1.2843 -0.3305  0.25
H -2.9401 -1.7848 -0.8828  0.27
H -2.8380 -1.4366 0.8165  0.26
H -1.4840 -1.0356 -0.2497  0.22
C 1.6473 -4.1397 2.3308  -0.40
Cl 1.9373 -4.5169 4.0289  0.00
Cl 2.9407 -4.7406 1.2834  -0.02
H 0.7170 -4.6037 2.0262  0.22
H 1.5859 -3.0625 2.2242  0.21

Output
orbital gap: 0.3639 hartree
net charge: +1
highest occupied orbital energy: -0.47797 Eh
E_LUMO: -3.10 eV

Record 6
Below is 2 unconnected molecules or ions with the total composition C9H20FN2 in a non-equilibrium geometry, with properties calculated with ωB97M-V/def2-TZVPD.

Each line ends with the natural charge from an NBO analysis.
CARTESIAN COORDINATES (ANGSTROEM)
C 0.2717 -2.4225 -0.0300  -0.37
C 1.4267 -1.5413 0.1112  -0.47
C -1.0514 -1.7112 0.2896  -0.30
C 1.1498 -0.3673 -0.8451  0.21
C -1.2927 1.7165 -0.9196  -0.61
C -3.1886 0.4864 0.4372  -0.61
C -1.1054 0.9924 1.5422  -0.63
C 2.0558 -0.1228 -1.9287  -0.26
C -1.6885 0.6558 0.1595  0.05
N -1.3074 -0.6183 -0.4222  -0.18
N 2.0024 0.7770 -0.6703  -0.60
F 4.2435 0.8804 1.2281  -0.57
H 0.0684 -2.6949 -1.0001  0.22
H 0.4660 -3.2953 0.7012  0.24
H 1.5188 -1.0675 1.1515  0.23
H 2.3211 -2.0470 -0.2755  0.25
H -1.8601 -2.4285 0.0502  0.26
H -1.0508 -1.5141 1.3507  0.17
H -2.1007 2.2181 -1.3281  0.23
H -0.6616 2.5126 -0.5425  0.20
H -0.7526 1.2840 -1.7634  0.22
H -3.7037 1.4238 0.6904  0.24
H -3.3959 -0.3042 1.1649  0.22
H -3.5970 0.2771 -0.5930  0.23
H -1.1855 2.0773 1.6316  0.24
H -1.7281 0.5076 2.4048  0.23
H -0.0026 0.5337 1.5893  0.19
H 1.7955 0.5167 -2.9142  0.25
H 3.0372 -0.5532 -2.1052  0.24
H 2.8576 0.7262 -0.0788  0.45
H 4.8351 1.3505 1.6683  0.58
H 1.6230 1.7518 -0.7540  0.45

Output
orbital gap (spin up / spin down): 0.2802 / 0.3217 hartree
net charge: +1
highest occupied orbital energy (spin up / spin down): -0.45537 / -0.46143 Eh
E_LUMO (spin up / spin down): -4.77 / -3.80 eV
relative energy (zero: lowest compared OMol25 entry of this formula, charge and spin): 60.1 kcal/mol

Record 7
Below is a gas-phase ion, C9H20IN2 (charge +1) in a non-equilibrium geometry, with properties calculated with ωB97M-V/def2-TZVPD.

Each line ends with the natural charge from an NBO analysis.
CARTESIAN COORDINATES (ANGSTROEM)
C -1.9429 1.3368 0.8277  0.04
C 0.0692 1.9161 0.4223  -0.14
C -2.4959 1.4244 2.2456  -0.70
C 2.5186 -0.7047 -2.3831  -0.62
C 2.2397 -0.6027 0.7986  -0.63
C -1.5050 -1.1672 0.9058  -0.43
C -1.7064 -0.0551 -1.2929  -0.44
C 1.7680 0.3243 -1.4709  -0.45
C 1.1835 -0.3188 -0.2379  -0.07
N 0.0626 0.4874 0.2493  -0.36
N -1.2973 0.1189 0.2019  -0.10
I -0.0185 3.4044 -1.1095  0.16
H -2.4228 1.8219 -0.0383  0.22
H 0.6561 2.3666 1.2721  0.23
H -3.4648 0.9227 2.4938  0.26
H -2.7036 2.5224 2.4631  0.28
H -1.6293 1.1831 2.9256  0.24
H 2.4850 -1.7394 -1.9448  0.20
H 2.0126 -0.7618 -3.3394  0.22
H 3.7167 -0.5033 -2.4034  0.23
H 2.9046 0.2671 1.0401  0.23
H 1.7125 -1.0438 1.7178  0.22
H 2.8250 -1.3755 0.1905  0.24
H -1.2420 -2.0366 0.2931  0.24
H -0.9263 -1.2376 1.8561  0.25
H -2.6390 -1.2334 1.1403  0.24
H -2.6406 -0.6603 -1.3714  0.24
H -2.0816 1.0308 -1.5558  0.24
H -0.9079 -0.3654 -2.0453  0.26
H 2.5829 1.0026 -1.1932  0.23
H 0.9383 0.7392 -2.2216  0.22
H 0.6943 -1.2476 -0.6286  0.21

Output
orbital gap: 0.3206 hartree
net charge: +1
highest occupied orbital energy: -0.45453 Eh
E_LUMO: -3.64 eV
relative energy (zero: lowest compared OMol25 entry of this formula, charge and spin): 69.2 kcal/mol

Record 8
Below is a gas-phase ion, C9H20N3O (charge +1) in a non-equilibrium geometry, with properties calculated with ωB97M-V/def2-TZVPD.

Each line ends with the natural charge from an NBO analysis.
CARTESIAN COORDINATES (ANGSTROEM)
C 0.7087 -2.2377 1.2306  0.67
C -0.0828 -0.3603 -0.2855  0.74
C -0.5359 -2.1845 2.0100  -0.72
C -0.3478 2.5327 -1.5643  -0.64
C -0.7735 2.9860 0.9831  -0.62
C -1.0538 -2.0066 -1.8577  -0.44
C 1.9961 -1.4866 -0.7150  -0.42
C 1.0585 0.9532 1.2178  -0.43
C -0.7316 2.0003 -0.1933  -0.04
N -0.8566 -0.7213 -1.3180  -0.56
N 0.8250 -1.4081 0.1497  -0.50
N 0.0198 0.8104 0.2279  -0.35
O 1.5254 -3.1196 1.3452  -0.56
H -0.8941 -1.2253 2.3896  0.23
H -1.2918 -2.7216 1.2726  0.25
H -0.4419 -2.8490 2.8558  0.27
H 0.6037 2.0977 -1.8426  0.23
H -1.1639 2.3988 -2.2125  0.23
H -0.2441 3.5985 -1.5409  0.25
H 0.0802 3.6800 0.8618  0.22
H -0.6606 2.5767 1.8990  0.22
H -1.6616 3.7518 0.9386  0.26
H -0.8834 -2.0009 -2.9884  0.24
H -0.4323 -2.7446 -1.2149  0.24
H -2.1028 -2.3602 -1.7433  0.23
H 1.8065 -0.7268 -1.4747  0.21
H 2.8561 -1.3898 0.0411  0.24
H 2.0903 -2.4712 -1.1121  0.24
H 1.7746 0.2368 1.3753  0.24
H 0.5719 0.9224 2.2209  0.22
H 1.4831 1.9849 1.1268  0.24
H -1.8183 1.5847 -0.2015  0.21
H -1.4232 -0.1008 -1.8809  0.43

Output
orbital gap: 0.3921 hartree
net charge: +1
highest occupied orbital energy: -0.49938 Eh
structure (SMILES): CN/C(N(C)C(C)=O)=[N+](/C)C(C)C
E_LUMO: -2.92 eV
relative energy (zero: lowest compared OMol25 entry of this formula, charge and spin): 33.0 kcal/mol